Here is a structure of composition C48H66FeO6S in a non-equilibrium geometry from OMol25. Energies are from ωB97M-V/def2-TZVPD.

Geometry as XYZ:
```
122
Properties=species:S:1:pos:R:3
Fe 0.38 0.70 0.41
C 3.88 1.13 0.62
O 2.63 0.67 0.12
C 2.56 0.40 -1.24
C 2.81 -0.91 -1.66
C 3.15 -2.03 -0.71
C 2.68 -1.99 0.73
C 3.60 -2.25 1.73
C 3.22 -2.39 3.06
C 1.87 -2.25 3.37
C 0.91 -1.98 2.42
C -0.54 -2.10 2.80
C -1.48 -0.95 2.58
C -2.84 -1.20 2.63
C -3.78 -0.18 2.58
C -3.31 1.10 2.28
C -1.96 1.42 2.23
C -1.58 2.86 1.92
C -1.24 3.08 0.46
C -2.19 3.38 -0.49
C -1.87 3.57 -1.84
C -0.54 3.37 -2.23
C 0.45 3.05 -1.33
C 1.89 2.82 -1.74
C 2.22 1.40 -2.17
C 2.30 1.09 -3.52
C 2.70 -0.17 -3.97
C 2.88 -1.16 -3.02
C 3.05 -0.47 -5.42
C 2.77 0.71 -6.35
C 4.56 -0.77 -5.46
C 2.26 -1.68 -5.93
C 0.14 2.96 0.07
O 1.05 2.73 0.93
C -2.91 3.98 -2.87
C -4.31 4.16 -2.28
C -2.47 5.33 -3.48
C -2.99 2.91 -3.97
C -1.04 0.38 2.48
O 0.32 0.59 2.68
C 0.70 1.43 3.76
C -5.25 -0.39 2.90
C -5.63 0.59 4.02
C -6.10 -0.12 1.65
C -5.54 -1.81 3.40
C 1.30 -1.81 1.05
O 0.47 -1.44 0.15
C 4.18 -2.81 4.16
C 4.17 -1.78 5.29
C 3.72 -4.18 4.67
C 5.63 -2.95 3.67
H 4.53 1.46 -0.20
H 4.36 0.33 1.19
H 3.67 1.97 1.28
H 4.24 -2.13 -0.70
H 2.75 -2.96 -1.14
H 4.63 -2.38 1.45
H 1.54 -2.41 4.39
H -0.59 -2.37 3.87
H -0.92 -2.97 2.25
H -3.15 -2.22 2.77
H -4.02 1.91 2.14
H -0.70 3.15 2.50
H -2.42 3.50 2.20
H -3.22 3.47 -0.17
H -0.27 3.48 -3.27
H 2.51 3.09 -0.88
H 2.14 3.49 -2.57
H 2.09 1.87 -4.23
H 3.13 -2.17 -3.33
H 3.35 1.58 -6.06
H 1.71 0.97 -6.35
H 3.05 0.45 -7.37
H 5.11 0.09 -5.08
H 4.88 -0.95 -6.48
H 4.81 -1.64 -4.86
H 1.19 -1.49 -5.90
H 2.47 -2.58 -5.35
H 2.54 -1.89 -6.97
H -4.31 4.93 -1.52
H -4.69 3.23 -1.86
H -4.98 4.47 -3.07
H -2.42 6.08 -2.70
H -3.19 5.65 -4.23
H -1.50 5.26 -3.95
H -3.31 1.96 -3.55
H -2.04 2.77 -4.48
H -3.73 3.22 -4.71
H -0.15 1.65 4.40
H 1.13 2.36 3.36
H 1.47 0.90 4.33
H -5.57 1.63 3.69
H -4.96 0.47 4.87
H -6.65 0.40 4.35
H -5.97 0.90 1.30
H -7.15 -0.27 1.88
H -5.82 -0.80 0.85
H -4.96 -2.04 4.28
H -5.35 -2.55 2.63
H -6.60 -1.88 3.67
H 3.18 -1.64 5.71
H 4.53 -0.81 4.93
H 4.83 -2.11 6.09
H 2.75 -4.12 5.16
H 4.43 -4.57 5.39
H 3.64 -4.88 3.85
H 6.01 -2.01 3.28
H 5.71 -3.72 2.91
H 6.25 -3.24 4.51
O -1.45 0.38 -1.04
H -2.08 0.95 -1.50
H -1.84 -0.49 -0.91
C -3.45 -3.13 -0.75
S -1.69 -2.73 -0.30
C -1.05 -2.83 -2.03
O -1.21 -3.94 0.36
H -3.50 -3.89 -1.52
H -3.94 -2.21 -1.07
H -3.93 -3.50 0.15
H -1.66 -2.23 -2.69
H -1.05 -3.87 -2.33
H -0.04 -2.44 -2.01
```

Calculated values
Charge = +1
2S+1 = 6
Highest occupied orbital energy (alpha / beta) = -9.23 / -9.26 eV
<S²> = 8.7920

***

Here is the molecule C9H7NO4 in a non-equilibrium geometry from OMol25. Energies are from ωB97M-V/def2-TZVPD.

Geometry as XYZ:
```
21
Properties=species:S:1:pos:R:3
C 1.81 2.85 -0.12
C 1.51 1.47 -0.44
N 2.24 0.44 -0.03
O 3.23 0.68 0.63
O 2.06 -1.18 -0.27
C 1.00 -2.07 -0.55
O 1.16 -3.23 -0.60
C -0.25 -1.33 -0.39
C -1.29 -2.24 0.00
C -2.54 -1.77 0.46
C -2.69 -0.41 0.63
C -1.72 0.44 0.13
C -0.53 -0.03 -0.37
O 0.27 1.05 -0.91
H 0.87 3.40 -0.42
H 2.63 3.28 -0.79
H 1.99 2.87 0.90
H -1.07 -3.30 -0.09
H -3.14 -2.49 0.95
H -3.61 -0.03 1.16
H -1.93 1.60 0.11
```

Calculated values
ΔE to the lowest compared entry with this formula, charge and spin = 5.1353 eV
SMILES string = CC1=[N+]([O-])OC(=O)c2ccccc2O1
Highest occupied orbital energy = -8.83 eV

***

Here is a structure of composition C31H22NOsPS from OMol25. Energies are from ωB97M-V/def2-TZVPD.

Geometry as XYZ:
```
57
Properties=species:S:1:pos:R:3
Os 0.31 0.45 0.52
S -0.81 3.77 -2.17
C -2.32 3.07 -1.66
C -3.61 3.49 -1.97
C -4.66 2.75 -1.46
C -4.43 1.63 -0.66
C -3.16 1.21 -0.35
C -2.09 1.95 -0.86
N -0.74 1.71 -0.68
C 0.04 2.57 -1.31
C 1.48 2.39 -1.20
C 2.41 3.09 -1.95
C 3.76 2.77 -1.83
C 4.17 1.75 -0.99
C 3.23 1.04 -0.24
C 1.89 1.36 -0.33
H -3.79 4.35 -2.60
H -5.68 3.05 -1.68
H -5.28 1.07 -0.28
H -2.98 0.33 0.26
H 2.10 3.87 -2.64
H 4.49 3.32 -2.41
H 5.22 1.50 -0.92
H 3.57 0.24 0.42
C -2.07 -0.28 6.58
C -2.73 0.26 5.48
C -2.15 0.18 4.23
C -0.91 -0.45 4.10
C -0.24 -0.99 5.20
C -0.84 -0.90 6.45
P -0.19 -0.61 2.49
C 1.58 -0.82 2.41
C 2.37 0.20 3.00
C 3.73 0.04 3.10
C 4.33 -1.11 2.59
C 3.58 -2.10 1.97
C 2.21 -1.97 1.89
C -0.88 -1.74 1.29
C -1.85 -2.75 1.35
C -2.15 -3.41 0.18
C -1.54 -3.05 -1.04
C -0.64 -2.01 -1.12
C -0.31 -1.33 0.06
H -2.53 -0.22 7.56
H -3.68 0.74 5.60
H -2.64 0.61 3.37
H 0.72 -1.47 5.09
H -0.34 -1.32 7.31
H 1.89 1.08 3.40
H 4.33 0.82 3.56
H 5.41 -1.23 2.68
H 4.06 -2.98 1.58
H 1.61 -2.74 1.43
H -2.31 -3.03 2.29
H -2.86 -4.23 0.19
H -1.81 -3.60 -1.93
H -0.20 -1.73 -2.07
```

Calculated values
Charge = +2
ΔE to the lowest compared entry with this formula, charge and spin = 0.0000 eV
Highest occupied orbital energy = -14.01 eV

***

Here is the molecule C4H6O2 from OMol25. Energies are from ωB97M-V/def2-TZVPD.

Geometry as XYZ:
```
12
Properties=species:S:1:pos:R:3
C 1.80 -0.46 0.26
C 0.60 0.31 0.78
O 0.62 1.50 1.06
C -0.48 -0.67 1.10
C -1.88 0.53 -0.43
O -1.57 -0.63 0.41
H 1.50 -1.43 -0.16
H 2.35 0.13 -0.47
H 2.46 -0.67 1.11
H -1.77 1.41 0.20
H -1.20 0.59 -1.29
H -2.91 0.39 -0.75
```

Calculated values
ΔE to the lowest compared entry with this formula, charge and spin = 3.6772 eV
Highest occupied orbital energy = -8.62 eV

***

Here is a structure of composition C26H23NO7PPd from OMol25. Energies are from ωB97M-V/def2-TZVPD.

Geometry as XYZ:
```
59
Properties=species:S:1:pos:R:3
Pd 1.16 0.48 -0.27
O 4.26 2.78 1.70
C 3.20 2.47 1.15
O 2.91 1.31 0.71
C 2.19 3.61 0.91
C 2.14 3.93 -0.60
C 1.43 5.27 -0.84
C -0.06 4.88 -0.68
C 0.08 3.42 -0.25
O 1.17 2.98 -1.08
C 0.67 3.36 1.18
C 0.27 2.14 2.01
O -0.05 2.28 3.17
O 0.21 0.98 1.42
H 2.56 4.45 1.48
H 3.08 3.79 -1.12
H 1.64 5.66 -1.83
H 1.75 6.02 -0.11
H -0.58 4.93 -1.64
H -0.59 5.49 0.05
H -0.78 2.77 -0.41
H 0.29 4.21 1.76
C -0.75 -3.84 -3.94
C -1.83 -3.10 -3.47
C -1.70 -2.34 -2.31
C -0.50 -2.31 -1.62
C 0.58 -3.05 -2.11
C 0.45 -3.81 -3.26
P -0.20 -1.25 -0.17
C 0.51 -2.41 1.04
C 0.05 -3.72 1.13
C 0.59 -4.59 2.07
C 1.59 -4.14 2.93
C 2.05 -2.84 2.84
C 1.51 -1.96 1.91
C -1.86 -0.81 0.44
C -2.41 -1.35 1.59
C -3.66 -0.93 2.02
C -4.36 0.03 1.31
C -3.80 0.59 0.17
C -2.55 0.18 -0.26
H -0.85 -4.42 -4.85
H -2.77 -3.11 -4.00
H -2.55 -1.78 -1.95
H 1.54 -3.02 -1.59
H 1.30 -4.37 -3.63
H -0.72 -4.07 0.46
H 0.23 -5.61 2.13
H 2.01 -4.82 3.66
H 2.83 -2.49 3.51
H 1.88 -0.94 1.85
H -1.86 -2.09 2.16
H -4.08 -1.35 2.93
H -5.33 0.37 1.66
H -4.33 1.36 -0.38
H -2.09 0.64 -1.13
O 0.46 0.47 -2.94
N 1.53 -0.08 -3.01
O 2.15 -0.24 -1.88
```

Calculated values
Charge = -1
ΔE to the lowest compared entry with this formula, charge and spin = 0.3875 eV
Highest occupied orbital energy = -5.39 eV

***

Here is the molecule C24H28N4O4 in a non-equilibrium geometry from OMol25. Energies are from ωB97M-V/def2-TZVPD.

Geometry as XYZ:
```
60
Properties=species:S:1:pos:R:3
C 4.64 0.75 -2.52
C 4.29 1.91 -3.39
C 3.98 1.86 -4.69
C 3.93 0.70 -5.55
C 3.35 -0.49 -5.33
C 2.48 -0.83 -4.20
O 1.98 -0.03 -3.43
N 2.25 -2.19 -4.13
C 1.46 -2.90 -3.23
C 1.37 -4.29 -3.38
C 0.59 -5.04 -2.52
C -0.11 -4.43 -1.49
C -0.02 -3.04 -1.33
C -0.74 -2.40 -0.25
N -1.53 -3.03 0.53
O -2.08 -2.19 1.46
C -1.59 -0.83 1.30
C -0.66 -0.92 0.07
C -2.78 0.13 1.14
C -2.92 0.83 2.50
C -3.89 0.14 3.49
N -3.87 -1.21 3.49
O -4.60 0.79 4.23
N -1.57 0.82 3.02
C -0.85 1.83 3.55
O 0.32 1.66 3.85
C -1.53 3.17 3.71
C -1.39 4.01 2.46
C -1.40 3.84 5.04
C -2.73 3.33 4.59
C -0.91 -0.40 2.61
C 0.76 -2.29 -2.19
H 5.43 1.03 -1.83
H 3.76 0.47 -1.94
H 4.95 -0.11 -3.11
H 4.31 2.87 -2.90
H 3.82 2.80 -5.21
H 4.43 0.84 -6.51
H 3.45 -1.25 -6.09
H 2.71 -2.77 -4.81
H 1.91 -4.77 -4.18
H 0.52 -6.11 -2.65
H -0.72 -5.00 -0.81
H 0.36 -0.62 0.30
H -1.03 -0.33 -0.77
H -3.69 -0.41 0.86
H -2.56 0.87 0.37
H -3.28 1.86 2.40
H -4.48 -1.68 4.14
H -3.32 -1.76 2.86
H -0.33 4.16 2.23
H -1.85 4.98 2.60
H -1.85 3.53 1.60
H -1.24 4.91 5.06
H -0.88 3.31 5.83
H -3.48 4.04 4.28
H -3.15 2.46 5.07
H -1.02 -1.19 3.36
H 0.16 -0.19 2.50
H 0.84 -1.22 -2.08
```

Calculated values
ΔE to the lowest compared entry with this formula, charge and spin = 4.6788 eV
SMILES string = C/C=C\C=C/C(=O)Nc1cccc(C2=NO[C@@]3(C2)C[C@@H](C(N)=O)N(C(=O)C2(C)CC2)C3)c1
Highest occupied orbital energy = -8.56 eV

***

Here is the molecule C4H10OSi in a non-equilibrium geometry from OMol25. Energies are from ωB97M-V/def2-TZVPD.

Geometry as XYZ:
```
16
Properties=species:S:1:pos:R:3
C -1.79 1.31 -0.42
C -1.29 0.09 0.38
O -1.67 -0.32 1.45
C -0.04 -0.45 -0.16
C 0.14 -1.87 0.27
Si 1.61 0.71 0.57
H -1.05 2.10 -0.65
H -2.56 1.78 0.00
H -2.14 0.96 -1.51
H -0.10 -0.49 -1.32
H -0.67 -2.59 0.03
H 1.09 -2.38 -0.14
H 0.37 -1.79 1.25
H 2.85 0.73 -0.30
H 1.98 0.25 2.00
H 0.87 2.13 0.26
```

Calculated values
ΔE to the lowest compared entry with this formula, charge and spin = 2.6789 eV
SMILES string = CC(=O)[C@H](C)[SiH3]
Highest occupied orbital energy = -9.55 eV

***

Here is a structure of composition C6H12O in a non-equilibrium geometry from OMol25. Energies are from ωB97M-V/def2-TZVPD.

Geometry as XYZ:
```
19
Properties=species:S:1:pos:R:3
C -0.47 -1.50 2.31
C 0.26 -0.53 1.39
C -0.15 -0.68 -0.08
C 0.59 0.33 -0.97
C 0.09 1.88 -0.89
O -0.92 1.82 -1.85
C 0.00 0.56 -2.34
H -1.56 -1.37 2.24
H -0.25 -2.54 2.04
H -0.18 -1.36 3.35
H 1.35 -0.68 1.48
H 0.06 0.50 1.71
H -1.22 -0.47 -0.19
H -0.01 -1.73 -0.38
H 1.68 0.28 -0.88
H 0.93 2.46 -1.29
H -0.19 2.20 0.11
H -0.78 -0.07 -2.71
H 0.75 0.90 -3.07
```

Calculated values
ΔE to the lowest compared entry with this formula, charge and spin = 2.2677 eV
Highest occupied orbital energy = -9.52 eV

***

Q: Number 4 is which compound?
A: C4H6O2

***

Q: Number 4 is which compound?
A: C4H6O2